Record 1
110
Properties=species:S:1:pos:R:3:forces:R:3 method="wB97M-V/def2-TZVPD" lumo_energy_ha=-0.1788 energy_ev=-354654.390 gap_ha=0.0275
Cs -5.428657 -22.585591 -1.589601 -0.37 -0.16 -0.11
B -2.158552 -22.428217 -1.442476 0.27 0.22 0.27
H -1.274879 -20.119401 2.606060 -0.02 -0.26 -0.44
H -4.909142 -21.487783 -11.779474 0.02 0.00 0.07
H 0.674818 -31.017290 3.570483 -0.07 0.07 -0.01
H -1.910322 -23.539528 12.961705 0.00 -0.02 -0.05
Cl 0.576769 -28.031031 0.470576 0.03 0.27 -0.12
C -0.486311 -26.899412 1.360274 -1.08 -0.16 -0.99
C -0.999800 -27.557153 2.616060 -1.03 -0.09 0.69
Cl 0.322374 -27.449433 3.804440 0.07 -0.39 0.41
H -1.284201 -26.530883 0.631404 0.89 -0.66 1.11
H 0.090424 -26.069380 1.741912 0.27 0.34 -0.49
H -1.371103 -28.622728 2.589355 0.63 1.20 -0.31
H -1.788173 -26.898779 3.027783 0.15 -0.41 -0.25
Cl 2.152299 -24.973506 -3.252746 1.15 -0.04 -0.34
C 0.714165 -24.299864 -2.542393 0.80 -1.24 2.72
C 0.797273 -22.908251 -2.030559 0.94 -0.92 -0.66
Cl 0.795930 -21.675983 -3.257397 -0.27 0.70 -0.61
H 0.507009 -24.932102 -1.622691 -0.07 0.52 -1.18
H 0.024656 -24.430092 -3.280682 -2.40 -0.25 -1.62
H 1.734363 -22.872909 -1.531000 0.60 0.57 0.90
H -0.021334 -22.804636 -1.363979 -0.69 0.63 0.93
Cl -1.267195 -17.212118 -0.059671 0.59 -1.03 -0.21
C -0.267887 -18.535430 -0.861207 -0.48 1.18 -0.75
C 0.781600 -17.886928 -1.713479 0.45 0.46 1.42
Cl 1.890986 -17.032025 -0.577019 0.44 -0.18 -0.29
H -0.969269 -19.067000 -1.459380 -0.56 -0.36 -0.55
H 0.185311 -19.239254 -0.207053 0.09 -0.15 1.24
H 0.420883 -17.099856 -2.318959 -0.66 0.57 -0.79
H 1.336576 -18.587201 -2.305367 0.34 -0.48 -0.13
Cl -5.992781 -30.705228 -5.000697 0.26 -0.93 -1.40
C -5.865294 -29.628506 -3.682185 0.52 0.41 2.08
C -6.480587 -30.229414 -2.457630 -0.25 -1.75 1.45
Cl -5.386523 -31.559896 -1.730453 -0.52 0.69 -0.49
H -6.464118 -28.778118 -3.886293 -0.32 1.12 -0.43
H -4.830442 -29.338890 -3.436270 -0.32 -0.09 -0.53
H -7.414333 -30.768764 -2.688304 0.41 0.33 0.02
H -6.661638 -29.585771 -1.585390 0.27 0.21 -0.65
Cl -1.261387 -23.818638 3.692371 0.53 0.12 -0.84
C -1.996851 -24.004389 5.235548 -0.33 0.12 2.19
C -2.913388 -25.160210 5.392662 -1.36 -0.52 -1.03
Cl -4.167585 -25.167189 4.055110 0.04 -0.02 0.12
H -2.597126 -23.144108 5.530801 0.29 0.39 -0.54
H -1.251937 -24.123833 6.038540 0.13 0.12 -0.49
H -3.528651 -25.063474 6.271743 0.12 0.11 0.46
H -2.499744 -26.146424 5.345718 0.60 -0.37 0.00
Cl -2.319049 -22.504682 -6.491696 -0.13 -1.09 -0.77
C -2.337951 -20.785366 -6.205054 1.69 0.11 0.33
C -2.630434 -20.586658 -4.771475 0.00 -0.11 0.85
Cl -4.404090 -20.639649 -4.506716 -0.03 0.04 0.03
H -3.118932 -20.315165 -6.732238 -0.51 0.49 -1.32
H -1.313600 -20.414110 -6.441323 -0.94 -0.05 -0.02
H -2.213569 -19.660268 -4.417453 -0.24 0.53 0.29
H -2.201465 -21.406386 -4.212901 0.09 -0.02 0.41
Cl -5.137562 -25.260601 -5.680632 -0.98 0.26 0.18
C -3.514776 -25.833205 -5.310329 0.31 2.84 -0.89
C -2.923407 -25.122567 -4.138919 -0.17 0.89 0.57
Cl -3.656277 -25.800929 -2.634053 0.30 0.32 0.20
H -2.969704 -25.500009 -6.182949 0.48 -0.46 -0.24
H -3.583132 -26.853717 -5.221881 0.29 -2.38 0.26
H -3.112246 -24.022908 -4.150931 -0.17 -0.88 -0.09
H -1.837835 -25.202145 -4.094627 -0.09 -0.53 0.10
Cl -9.544261 -25.857102 3.461520 0.34 0.15 0.01
C -9.413602 -24.480637 2.327215 -0.33 1.15 0.65
C -8.407079 -24.807401 1.239709 -0.75 -0.15 1.63
Cl -8.486270 -23.536308 0.000651 0.20 -0.15 -0.14
H -9.039608 -23.567370 2.865479 -0.72 -0.91 -0.26
H -10.445069 -24.344318 1.981221 0.49 0.25 -0.18
H -8.689947 -25.787561 0.900062 0.40 -0.24 -0.90
H -7.468311 -24.811991 1.789042 0.43 -0.11 -0.76
Cl -4.182317 -28.468782 -0.426156 0.09 0.42 -0.21
C -4.114829 -29.240344 1.182772 0.76 -0.41 -0.67
C -4.834830 -28.467575 2.228386 -0.49 0.45 0.44
Cl -6.577417 -28.421157 1.736824 0.09 -0.07 0.51
H -3.039025 -29.453086 1.317548 -0.64 0.23 0.48
H -4.655190 -30.168762 1.072526 0.13 -0.43 -0.14
H -4.595827 -27.428831 2.401835 0.51 0.21 -0.41
H -4.704185 -28.946399 3.198866 -0.40 -0.29 -0.08
Cl -3.517837 -19.763317 -1.441983 0.45 0.29 0.20
C -4.375693 -18.202130 -1.556629 -0.57 0.70 -1.31
C -5.705878 -18.315514 -0.948463 -1.75 1.13 1.83
Cl -6.992539 -19.262146 -1.768831 0.37 -0.12 -0.51
H -4.577981 -17.943564 -2.607373 0.74 -0.32 0.07
H -3.848615 -17.353333 -1.081419 0.19 -0.92 -0.07
H -6.110810 -17.275276 -0.820963 0.25 -1.04 -0.22
H -5.700746 -18.765792 0.041198 0.24 0.22 0.13
Cl -9.316757 -22.074016 6.722504 0.37 0.42 0.04
C -7.602257 -21.548053 6.746229 1.16 -0.87 0.40
C -6.770006 -22.846221 6.634492 -0.30 0.08 2.02
Cl -4.984407 -22.586050 6.894997 -0.73 0.21 -0.63
H -7.316953 -21.033795 7.664779 -0.57 -0.02 0.04
H -7.383176 -20.888278 5.915971 -0.26 0.03 -0.22
H -7.055859 -23.311269 5.720131 0.61 -0.55 -0.85
H -6.982636 -23.546417 7.478340 -0.28 0.69 -0.80
Cl 0.095525 -31.808290 -2.762080 -0.02 1.05 -0.20
C -0.121298 -29.969014 -2.783890 -0.66 -1.79 -0.49
C -1.603845 -29.631003 -2.852477 0.94 1.39 0.10
Cl -2.036738 -29.580822 -4.593973 -0.38 0.37 -0.06
H 0.315429 -29.583640 -3.691533 0.49 -0.10 -0.10
H 0.417257 -29.634822 -1.930382 0.04 0.41 0.76
H -1.715505 -28.619571 -2.370951 -0.34 -0.92 -0.67
H -2.283471 -30.351888 -2.453724 -0.14 -0.35 0.70
Cl -4.681498 -16.144534 1.319033 -0.20 0.26 -0.06
C -3.671970 -17.130001 2.376849 1.09 0.51 0.53
C -3.812808 -18.593164 2.241006 -1.06 -0.04 0.21
Cl -5.353204 -19.122642 3.012723 -0.09 -0.27 -0.35
H -3.792493 -16.827445 3.424437 -0.43 -0.01 -0.36
H -2.623025 -16.932497 2.167214 -0.03 0.34 -0.33
H -3.029838 -18.965689 2.850642 0.78 -0.92 0.43
H -3.730838 -19.014974 1.239242 -0.05 0.20 0.14


Record 2
19
Properties=species:S:1:pos:R:3:forces:R:3 method="wB97M-V/def2-TZVPD" lumo_energy_ha=0.0401 energy_ev=-8462.047 gap_ha=0.3791
C 1.706878 -0.852212 0.056928 0.22 1.53 -0.05
C 0.717800 0.545679 -0.658108 0.63 -1.61 0.42
O 0.658768 1.847785 -0.067352 0.58 -0.81 0.34
C -0.501559 1.954908 0.784716 0.02 -0.20 0.05
C -1.003094 0.518716 0.887001 -0.15 -0.13 0.04
C -0.662668 -0.019025 -0.513338 -0.19 -0.21 -0.07
C -0.653215 -1.512243 -0.730992 -1.32 -0.48 -0.30
H 1.488245 -1.113954 1.110542 -0.07 0.78 -0.42
H 1.862386 -1.881922 -0.391543 -0.82 1.56 -0.42
H 2.663894 -0.387238 -0.018450 0.99 0.21 0.48
H 1.164540 0.733740 -1.644458 -0.29 -0.53 0.22
H -0.192832 2.412563 1.733465 -0.05 -0.25 -0.16
H -1.266087 2.615186 0.336492 0.41 -0.19 -0.11
H -0.420507 -0.009913 1.651392 -0.18 -0.02 -0.16
H -2.064131 0.424518 1.119452 0.03 0.10 0.06
H -1.423085 0.337526 -1.216986 0.36 0.71 -0.06
H -1.680333 -1.739814 -1.040842 0.17 -0.57 0.09
H 0.018133 -1.777962 -1.559972 -0.33 0.00 0.31
H -0.413141 -2.096343 0.162056 -0.01 0.10 -0.25


Record 3
17
Properties=species:S:1:pos:R:3:forces:R:3 method="wB97M-V/def2-TZVPD" lumo_energy_ha=0.0065 energy_ev=-8426.603 gap_ha=0.3133
C -2.040260 -0.369413 0.709787 -0.14 0.00 0.19
C -0.868832 -0.092563 -0.193344 -0.20 -0.14 0.23
O -0.544512 1.295384 -0.190702 -0.14 0.10 0.08
C 0.849991 1.513793 -0.417519 0.23 -0.01 -0.09
C 1.542708 0.151451 -0.287525 -0.32 0.02 -0.37
C 0.444703 -0.667792 0.484290 -0.15 0.00 -0.05
C 1.204090 -0.717075 -1.426862 0.70 0.00 -0.22
H -2.935541 0.175474 0.409899 0.05 0.00 -0.03
H -1.773962 -0.092468 1.732446 -0.21 0.00 0.04
H -2.250859 -1.444310 0.673450 -0.07 0.16 0.07
H -1.164519 -0.352593 -1.232608 0.74 -0.41 0.70
H 1.018170 1.897134 -1.428634 -0.10 0.10 0.09
H 1.187469 2.254597 0.317838 0.02 -0.17 -0.09
H 2.567081 0.177847 0.117148 -0.49 -0.26 0.17
H 0.319373 -0.301866 1.506600 0.43 0.23 -0.09
H 0.749130 -1.722684 0.597303 -0.89 0.27 -0.36
H 1.623025 -1.711849 -1.199738 0.53 0.11 -0.28


Record 4
11
Properties=species:S:1:pos:R:3:forces:R:3 method="wB97M-V/def2-TZVPD" lumo_energy_ha=0.0102 energy_ev=-21392.885 gap_ha=0.3295
N 0.493156 1.818843 -1.401203 2.21 0.08 2.15
N 0.063460 0.570807 -0.852312 1.30 2.89 3.16
C 0.146016 0.580994 0.464819 0.09 -3.22 -1.23
C -0.160675 -0.828097 1.009541 -1.08 1.82 -0.85
Cl 0.078632 -1.256073 2.650179 0.46 0.10 0.11
C -0.870065 -1.614067 0.216184 -1.47 -1.35 -2.17
F -1.176732 -2.885958 0.532535 0.12 0.00 0.68
H 1.332199 2.203094 -0.702374 -2.64 -1.00 -2.88
H 0.852683 1.589644 -2.332085 0.13 0.36 0.52
H 0.594476 1.277311 1.234134 -0.53 -0.18 -1.44
H -1.353150 -1.456500 -0.819417 1.42 0.52 1.93


Record 5
75
Properties=species:S:1:pos:R:3:forces:R:3 method="wB97M-V/def2-TZVPD" lumo_energy_ha="-0.0725 / -0.1196" multiplicity=2 s_squared=0.759 charge=+1 energy_ev=-93286.725 gap_ha="0.2887 / 0.2433"
Cu 0.000000 0.000000 0.000000 1.08 0.40 -0.71
P 0.080000 -1.939700 -1.078000 0.47 -2.07 -1.73
P 0.358000 2.105400 0.615400 0.65 2.45 0.30
N 1.438100 0.542000 -1.654900 1.25 0.39 -1.25
C 1.681400 -1.867400 -2.089400 -0.19 0.16 0.24
H 2.321600 -2.733200 -1.851300 -0.25 0.35 -0.10
H 1.437200 -1.931500 -3.164800 0.14 0.16 0.52
C 2.423900 -0.558100 -1.787000 0.05 0.55 -0.23
H 2.969900 -0.631600 -0.832200 -0.15 -0.09 -0.57
H 3.158800 -0.334400 -2.589000 -0.21 -0.19 0.39
C 1.994000 1.923300 -1.588100 0.06 -0.40 -0.52
H 1.336200 2.570000 -2.193500 0.30 -0.18 0.25
H 2.998500 1.950400 -2.053500 -0.36 0.11 0.18
C 2.037500 2.439000 -0.148900 -0.31 -0.08 0.28
H 2.344500 3.499900 -0.120500 -0.19 -0.43 0.07
H 2.768700 1.859200 0.439300 -0.16 0.31 -0.11
C 0.527500 2.613300 2.424000 0.14 0.12 -0.07
C 0.706400 1.415800 3.371700 -0.10 -0.01 0.19
H 1.734600 1.016800 3.352600 -0.43 0.10 -0.04
H 0.005200 0.601900 3.119600 0.29 0.53 0.20
H 0.490500 1.732500 4.408700 0.15 -0.08 -0.42
C -0.733200 3.450500 -0.123000 0.29 -0.46 -0.33
C -2.180000 3.267200 0.363300 -0.66 -0.09 -0.30
H -2.880500 3.338200 -0.488500 0.28 -0.10 0.40
H -2.460700 4.051000 1.089800 0.09 -0.53 -0.45
H -2.310500 2.282300 0.841400 -0.28 0.39 -0.28
C -1.191100 -2.387900 -2.396000 0.25 -0.16 0.08
C -2.403400 -3.074800 -1.749400 -0.23 0.14 0.39
H -3.311200 -3.004300 -2.376800 0.50 0.05 0.22
H -2.614700 -2.608500 -0.769300 -0.23 -0.29 -0.42
H -2.195700 -4.149100 -1.594300 -0.15 0.55 0.03
C 0.355800 -3.517700 -0.086100 0.18 0.27 -0.14
C -0.729200 -3.745300 0.978500 -0.17 -0.09 -0.01
H -0.352300 -4.442500 1.749000 -0.17 0.28 -0.32
H -1.646600 -4.180800 0.548500 0.45 0.15 0.20
H -1.002800 -2.800600 1.472200 0.05 -0.55 -0.27
C -1.462100 -0.315700 0.928200 -7.16 -1.62 5.07
C -0.236300 4.890400 0.064000 0.39 0.47 -0.03
H 0.583800 4.944800 0.802800 -0.26 0.15 -0.41
H 0.126400 5.336200 -0.878400 -0.11 -0.21 0.40
H -1.056900 5.529300 0.439700 0.43 -0.22 -0.24
C -0.550300 -3.306600 -3.449000 0.13 0.00 -0.73
H -1.230900 -4.137700 -3.702600 0.28 0.35 0.00
H -0.339900 -2.737500 -4.373100 -0.06 -0.40 0.31
H 0.400600 -3.739200 -3.097300 -0.64 0.13 -0.47
C 0.603500 -4.766100 -0.945400 -0.04 -0.34 0.07
H 0.824600 -5.634400 -0.298000 -0.06 0.38 -0.20
H -0.285400 -5.022800 -1.548200 0.47 0.03 0.37
H 1.456900 -4.638000 -1.635400 -0.37 -0.15 0.36
C -0.689300 3.459700 2.838800 0.01 0.32 0.18
H -1.643600 2.935900 2.670400 0.54 0.15 0.29
H -0.636100 3.710600 3.911100 0.11 -0.10 -0.37
H -0.703700 4.402300 2.260800 -0.16 -0.58 0.66
H 1.436200 3.242900 2.479300 -0.38 -0.15 0.01
H 1.290300 -3.264800 0.452300 -0.28 -0.11 -0.22
H -0.712900 3.192700 -1.199500 -0.01 0.10 0.45
H -1.518700 -1.444700 -2.874000 0.22 -0.33 0.40
O -2.477900 -0.492400 1.496500 3.42 0.86 -2.49
H 0.797700 0.497800 -2.453200 0.27 -0.01 0.35
H -1.132300 0.606100 -1.080200 0.19 -0.07 0.02
C 4.758400 -1.223900 2.858800 0.42 0.26 -0.34
C 3.292600 -1.251400 2.567500 1.95 0.27 0.25
C 2.350600 -1.845700 3.326000 -0.20 -0.22 0.37
C 1.156300 -1.541800 2.711000 -0.68 0.35 -1.18
N 1.373200 -0.838100 1.523700 -0.95 -0.65 2.10
N 2.697900 -0.636600 1.536700 1.71 -0.39 0.35
C -0.095100 -1.902300 3.476200 -0.48 0.22 0.20
H 4.932200 -0.752400 3.848600 0.01 -0.32 -0.63
H 5.152600 -2.261600 2.874000 -0.14 0.70 0.02
H 5.301000 -0.644600 2.083000 -0.13 -0.35 0.51
H 2.502700 -2.374100 4.259200 -0.09 0.08 -0.23
H 3.272800 -0.050600 0.925800 -1.14 -0.36 -0.05
H -0.166300 -3.000600 3.614700 -0.05 0.71 -0.19
H -0.021100 -1.458100 4.492200 0.21 -0.25 -0.57
H -1.028800 -1.498600 3.082200 0.20 -0.34 -0.07


Record 6
13
Properties=species:S:1:pos:R:3:forces:R:3 method="wB97M-V/def2-TZVPD" lumo_energy_ha=0.1395 charge=-1 energy_ev=-15565.976 gap_ha=0.2231
C -0.310768 -0.011909 3.766069 0.81 0.43 -0.71
S -0.581183 0.355514 1.980168 0.02 -0.35 -0.11
H 0.493366 -0.726741 3.950272 0.00 -0.31 -0.21
H 0.088216 0.923445 4.176008 -0.60 -0.15 0.55
H -1.208359 -0.402755 4.235789 -0.13 0.32 0.29
C 0.243854 -0.108376 -4.020939 0.65 0.75 -0.68
C 0.705036 0.188956 -2.794800 -0.59 -0.98 0.04
N 0.559279 -0.658560 -1.732819 0.56 0.65 0.41
H -0.338983 -0.971446 -4.306334 0.03 -0.22 0.33
H 0.593518 0.510967 -4.841949 -0.33 0.08 0.06
H 1.221232 1.125368 -2.643986 0.15 -0.03 0.28
H 0.167283 -1.545128 -1.919820 -0.44 -0.66 -0.10
H 0.698910 -0.456117 -0.750884 -0.14 0.47 -0.15